DFT (ωB97M-V/def2-TZVPD) results for the molecule C20H32N2OS.

ORCA input file:
```
! wB97M-V def2-TZVPD RIJCOSX def2/J DEFGRID3
* xyz 0 1
C -0.274 4.150 3.056
H -0.160 5.137 2.598
O 0.320 3.146 2.272
C 1.679 3.216 2.042
C 2.510 4.208 2.527
C 3.868 4.180 2.235
C 4.391 3.163 1.465
C 3.569 2.161 0.974
C 2.211 2.176 1.250
N 1.290 1.221 0.824
C 1.386 0.190 -0.044
N 0.280 -0.573 -0.206
H 0.392 -1.292 -0.905
C -1.032 -0.434 0.389
C -1.736 -1.789 0.335
H -2.713 -1.689 0.811
H -1.888 -2.025 -0.712
C -0.992 -2.965 0.966
H 0.074 -2.911 0.741
H -1.099 -2.939 2.052
C -1.559 -4.283 0.423
H -2.644 -4.268 0.537
C -1.192 -4.540 -1.051
H -0.628 -3.695 -1.448
H -0.524 -5.402 -1.104
C -2.388 -4.827 -1.967
H -2.985 -5.622 -1.514
H -2.008 -5.206 -2.919
C -3.302 -3.631 -2.255
H -3.606 -3.174 -1.313
C -2.664 -2.590 -3.179
H -1.654 -2.351 -2.842
H -2.561 -3.033 -4.173
C -3.479 -1.298 -3.311
H -3.087 -0.722 -4.152
C -3.480 -0.401 -2.068
H -3.764 -0.992 -1.199
C -2.139 0.308 -1.824
H -1.317 -0.296 -2.209
H -2.132 1.234 -2.402
C -1.861 0.643 -0.350
H -1.310 1.585 -0.301
H -2.804 0.789 0.181
H -4.256 0.358 -2.194
H -4.511 -1.565 -3.549
H -4.212 -4.001 -2.735
H -1.185 -5.103 1.037
H -0.912 -0.134 1.439
S 2.723 -0.233 -0.928
H 0.375 1.389 1.223
H 3.979 1.369 0.373
H 5.446 3.138 1.239
H 4.505 4.962 2.618
H 2.117 5.010 3.131
H 0.141 4.167 4.069
H -1.333 3.897 3.105
*
```

gap between HOMO and LUMO = 8.54 eV
structure (SMILES) = COc1ccccc1NC(=S)NC1CCCCCCCCCCC1

***

DFT (ωB97M-V/def2-TZVPD) results for a 3-piece molecular cluster, C20H32N3O10 overall.

ORCA input file:
```
! wB97M-V def2-TZVPD RIJCOSX def2/J DEFGRID3
* xyz 1 1
C -2.359 -0.357 -6.079
C -3.505 -1.010 -5.058
C -3.409 -0.413 -3.532
N -2.376 -1.121 -2.651
O -2.856 -1.324 -1.404
C -3.038 -0.044 -0.686
O -4.326 0.308 -0.422
C -1.790 0.966 -0.241
C -0.470 0.441 0.642
C 0.782 1.471 1.052
N 1.990 1.015 1.840
C 2.405 2.011 2.906
C 3.214 0.811 0.932
C 3.649 1.805 -0.297
O 3.981 -0.274 1.208
N 0.722 2.941 0.599
C -0.453 3.508 -0.225
C -1.765 2.578 -0.672
C -3.057 3.196 -1.535
C -2.870 4.816 -1.779
O -2.816 5.431 -2.963
H -2.870 0.452 -6.792
H -1.896 -1.174 -6.804
H -1.508 0.112 -5.420
H -3.403 -2.183 -5.119
H -4.560 -0.722 -5.534
H -4.489 -0.492 -3.045
H -3.045 0.719 -3.631
H -2.225 -2.100 -3.037
H -0.387 -0.698 0.987
H 1.523 2.382 3.592
H 2.869 2.996 2.418
H 3.273 1.580 3.596
H 2.896 1.633 -1.207
H 3.575 2.957 -0.049
H 4.759 1.508 -0.604
H 1.507 3.622 0.813
H -0.376 4.657 -0.541
H -3.996 3.087 -0.806
H -3.208 2.607 -2.549
H -2.719 5.489 -0.808
C -1.242 -8.548 -3.238
O -2.457 -7.978 -2.757
C -2.542 -6.633 -2.911
O -1.691 -5.913 -3.408
O -3.738 -6.227 -2.415
C -3.967 -4.823 -2.510
H -1.282 -9.627 -3.064
H -1.134 -8.377 -4.314
H -0.383 -8.144 -2.692
H -3.969 -4.502 -3.557
H -3.218 -4.269 -1.935
H -4.952 -4.611 -2.084
C 6.422 4.013 8.246
O 5.749 2.772 8.445
C 5.267 2.209 7.308
O 5.367 2.670 6.182
O 4.656 1.044 7.641
C 4.098 0.337 6.535
H 6.765 4.372 9.220
H 7.297 3.878 7.602
H 5.741 4.759 7.825
H 4.880 0.055 5.823
H 3.323 0.936 6.045
H 3.635 -0.577 6.917
*
```

gap between HOMO and LUMO = 6.32 eV

***

DFT (ωB97M-V/def2-TZVPD) results for the molecule C20H32N6O2.

ORCA input file:
```
! wB97M-V def2-TZVPD RIJCOSX def2/J DEFGRID3
* xyz 0 1
C 4.723 0.252 -1.967
N 4.094 0.828 -0.800
C 2.904 0.340 -0.351
N 2.206 -0.671 -0.894
C 1.106 -0.799 -0.138
N 0.181 -1.722 -0.467
C 0.575 -2.712 -1.450
H -0.327 -3.064 -1.957
C 1.310 -3.890 -0.812
H 1.589 -4.592 -1.600
C 0.474 -4.616 0.240
H -0.448 -4.986 -0.213
H 1.042 -5.485 0.580
C 0.134 -3.744 1.453
H 0.002 -4.389 2.325
H 0.975 -3.080 1.667
C -1.148 -2.926 1.296
H -1.981 -3.612 1.131
H -1.342 -2.418 2.244
C -1.112 -1.896 0.142
H -1.780 -2.239 -0.655
H -1.479 -0.919 0.468
H 2.228 -3.517 -0.355
H 1.230 -2.226 -2.175
N 1.094 0.084 0.900
C 2.253 0.850 0.761
C 2.783 1.925 1.520
O 2.330 2.475 2.510
N 4.001 2.346 0.967
C 4.689 1.874 -0.131
O 5.746 2.358 -0.474
H 4.454 3.113 1.448
C 0.186 0.336 1.991
H -0.353 -0.573 2.244
H 0.799 0.636 2.846
C -0.794 1.488 1.706
N -1.693 1.175 0.607
C -3.090 1.393 0.959
C -4.069 1.257 -0.207
H -3.725 0.483 -0.893
C -4.300 2.571 -0.951
H -4.525 3.351 -0.219
C -3.123 3.016 -1.815
C -1.798 3.092 -1.060
C -1.260 1.706 -0.677
H -0.169 1.736 -0.660
H -1.541 0.989 -1.458
H -1.906 3.707 -0.165
H -1.063 3.579 -1.705
H -3.353 3.999 -2.233
H -3.007 2.323 -2.653
H -5.177 2.464 -1.593
H -5.027 0.930 0.204
H -3.242 2.380 1.426
H -3.332 0.637 1.716
H -0.211 2.397 1.517
H -1.367 1.650 2.622
H 5.657 0.783 -2.134
H 4.912 -0.807 -1.797
H 4.066 0.358 -2.830
*
```

gap between HOMO and LUMO = 8.23 eV
structure (SMILES) = Cn1c(=O)[nH]c(=O)c2c1nc(N1CCCCCC1)n2CCN1CCCCCC1

***

DFT (ωB97M-V/def2-TZVPD) results for C20H33BaF6NO4S2Si as an isolated structure.

ORCA input file:
```
! wB97M-V def2-TZVPD RIJCOSX def2/J DEFGRID3
* xyz 0 1
Ba 0.071 -0.216 -1.658
C -2.678 -1.532 -2.814
C -2.822 -1.802 -1.454
C -1.956 -2.692 -0.826
C -0.955 -3.322 -1.561
C -0.813 -3.054 -2.918
C -1.672 -2.154 -3.547
H -3.352 -0.842 -3.307
H -3.607 -1.321 -0.885
H -2.060 -2.902 0.229
H -0.286 -4.016 -1.068
H -0.033 -3.539 -3.492
H -1.548 -1.936 -4.600
F 2.952 -0.476 -6.688
C 2.506 0.635 -6.110
F 3.493 1.198 -5.429
F 2.069 1.472 -7.040
S 1.118 0.174 -4.982
O 1.775 -0.472 -3.853
O 0.227 -0.612 -5.773
N 0.396 1.503 -4.550
S 1.010 2.621 -3.615
O 2.048 3.407 -4.189
O 1.182 2.149 -2.246
C -0.494 3.675 -3.499
F -0.889 4.097 -4.687
F -0.219 4.716 -2.724
F -1.485 2.968 -2.932
C 1.926 -2.161 2.831
C 0.463 -1.703 2.889
C -0.369 -2.922 2.464
C 0.125 -1.389 4.352
Si 0.167 -0.241 1.615
C -1.580 0.597 2.030
C -2.670 -0.458 2.255
C -1.622 1.544 3.235
C -2.020 1.375 0.774
C 1.569 1.121 1.910
C 1.953 1.414 3.365
C 1.190 2.460 1.260
C 2.840 0.666 1.171
H 2.048 -3.078 3.421
H 2.614 -1.422 3.239
H 2.238 -2.385 1.807
H -0.173 -3.763 3.140
H -0.099 -3.241 1.452
H -1.443 -2.731 2.487
H 0.371 -2.250 4.987
H -0.936 -1.181 4.492
H 0.683 -0.533 4.731
H -2.539 -1.002 3.190
H -2.700 -1.190 1.444
H -3.654 0.027 2.297
H -1.335 1.031 4.154
H -2.640 1.931 3.379
H -0.965 2.404 3.121
H -2.256 0.677 -0.044
H -1.276 2.091 0.423
H -2.943 1.938 0.961
H 1.099 1.746 3.956
H 2.708 2.210 3.402
H 2.381 0.544 3.863
H 0.356 2.956 1.754
H 0.939 2.356 0.201
H 2.046 3.144 1.303
H 3.220 -0.294 1.517
H 3.637 1.408 1.301
H 2.670 0.580 0.091
*
```

gap between HOMO and LUMO = 6.17 eV

***

| no. | DFT total energy (eV) | strongest force on any atom (eV Å⁻¹) |
| --- | --- | --- |
| 1 | -37122.943 | 0.99 |
| 2 | -46180.367 | 9.58 |
| 3 | -34297.021 | 1.34 |
| 4 | -77502.932 | 0.20 |